# 1
C20H18F2N | ωB97M-V/def2-TZVPD

Summary:
**LUMO level**: -6.11 eV
**Total charge**: +1
**M**: 310.37 g/mol
**Energy relative to the best compared isomer or geometry (same formula, charge and spin)**: 0.0 kJ/mol
**HOMO-LUMO gap**: 4.206 eV
**Highest occupied orbital energy**: -10.32 eV
**Largest force on an atom**: 0.02976 hartree/bohr

XYZ file:
```
41
Properties=species:S:1:pos:R:3:forces:R:3
C 3.5029 -1.3659 -0.7750 0.2280 -0.1425 -0.3690
C 2.8218 -0.6468 0.3348 -0.0544 0.1573 -0.0248
C 2.1850 -1.3567 1.3427 0.0947 0.2009 -0.1529
C 1.5807 -0.7076 2.3949 -0.2433 0.3191 0.2361
C 1.5861 0.6868 2.4706 -0.1343 -0.0336 -0.2773
N 0.9735 1.3452 3.5285 -0.5425 0.5096 0.6101
C 2.2158 1.3992 1.4478 -0.3554 0.0829 0.4393
C 2.8173 0.7402 0.3996 0.0013 -0.3899 -0.0041
H 3.9555 -0.6714 -1.4817 -0.0067 -0.0081 -0.0079
H 4.2966 -2.0002 -0.3831 0.0533 -0.0969 -0.0517
H 2.8091 -1.9999 -1.3277 0.0094 -0.0594 -0.0178
H 2.1740 -2.4315 1.2874 -0.0234 -0.2770 0.1001
H 1.0967 -1.2703 3.1739 -0.1142 -0.1985 0.2421
H 0.7968 2.3392 3.5219 0.4392 -0.2029 -0.3130
H 0.3575 0.8726 4.1735 0.3465 -0.3023 -0.2920
H 2.2251 2.4744 1.4903 0.0483 0.3223 -0.0030
H 3.2946 1.2973 -0.3878 0.1278 0.1995 -0.1247
F -2.6827 -2.7794 0.5747 0.2159 1.4329 0.4926
C -2.4923 -1.5296 1.0453 0.0878 -0.2274 -0.4467
C -2.0779 -0.5089 0.2035 0.0135 -0.5083 -0.7497
C -1.8752 0.7606 0.6786 0.0185 0.1330 0.2520
C -2.0844 1.0741 2.0405 -0.0347 0.2479 0.1219
C -1.8606 2.4101 2.4659 -0.0412 -0.6880 0.3123
C -2.0036 3.0363 3.7323 -0.0811 -0.0067 0.0719
C -1.7217 4.4179 3.8309 -0.0985 -0.3380 -0.0863
C -1.8381 5.0814 5.0250 0.0982 0.8211 0.3571
C -2.2322 4.4177 6.1767 0.0923 0.3932 0.2068
F -2.3319 5.0727 7.3514 0.1048 -0.6881 -1.3400
C -2.5170 3.0664 6.1063 -0.1816 -0.2354 0.6988
C -2.4093 2.3938 4.9226 0.0241 0.1709 -0.0505
C -2.5099 0.0118 2.8681 -0.0033 -0.1147 -0.1279
C -2.7058 -1.2496 2.3826 -0.2152 -0.5793 0.4568
H -1.9261 -0.7404 -0.8345 0.0899 0.0060 -0.2897
H -1.5616 1.5415 0.0058 0.0954 0.0712 -0.1673
H -1.5164 3.0701 1.6842 0.0578 0.1668 -0.2244
H -1.4230 4.9549 2.9450 0.0745 0.1457 -0.0935
H -1.6290 6.1331 5.0933 0.0819 0.2829 -0.0447
H -2.8216 2.5531 7.0001 -0.0890 -0.1440 0.2083
H -2.6488 1.3562 4.9393 -0.0558 -0.1256 0.1548
H -2.6960 0.1566 3.9071 -0.0555 -0.1382 0.1365
H -3.0289 -2.0420 3.0343 -0.0729 -0.1585 0.1613
```
Positions in Å, forces in eV/Å.

***

# 2
C20H18F3IrN4O4S | ωB97M-V/def2-TZVPD

Summary:
**LUMO level**: -0.87 eV
**M**: 659.67 g/mol
**Energy relative to the best compared isomer or geometry (same formula, charge and spin)**: 22.1 kJ/mol
**HOMO-LUMO gap**: 7.635 eV
**Highest occupied orbital energy**: -8.50 eV
**Largest force on an atom**: 0.01686 hartree/bohr

XYZ file:
```
51
Properties=species:S:1:pos:R:3:forces:R:3
Ir -0.2983 -0.1343 -0.0993 -0.5166 0.5992 0.3542
O -4.1849 -1.0297 -4.3831 0.2484 -0.1086 -0.0400
C -4.6672 -0.1705 -3.5035 -0.0192 0.1311 0.1734
O -5.7557 0.3317 -3.6119 0.0010 -0.0307 -0.0214
C -3.8080 0.1750 -2.3288 0.1468 -0.0287 0.0080
C -4.1861 1.0789 -1.3567 -0.0200 0.0691 -0.0126
N -3.1848 1.1613 -0.4670 -0.1614 -0.1154 0.1651
N -2.1850 0.3523 -0.7903 0.1288 -0.3201 -0.2843
C -2.5245 -0.2453 -1.9275 -0.1532 0.0893 -0.1003
C -1.4746 -1.1053 -2.5527 0.1288 -0.1232 0.1658
O -1.6775 -1.7050 -3.5945 -0.1048 0.0902 0.0298
O -0.3585 -1.1174 -1.8830 -0.3142 -0.0434 -0.4106
H -3.2613 -1.3263 -4.1659 -0.1264 0.0225 0.0171
H -5.0889 1.6581 -1.2640 0.0092 -0.0175 -0.0171
H -3.0754 1.7673 0.3318 -0.0304 0.0808 0.0072
F 1.5094 -1.7547 4.6150 0.0040 0.0111 -0.0016
C 2.6177 -1.4010 3.9475 0.0161 -0.0187 -0.0217
F 3.6316 -2.1375 4.4373 -0.0642 0.0540 -0.0149
F 2.8739 -0.1189 4.2468 -0.0168 -0.0039 0.0095
C 2.4632 -1.6013 2.4658 0.2033 -0.2198 -0.1273
C 3.2701 -2.4909 1.7755 -0.1443 0.0679 -0.1541
C 3.0984 -2.6977 0.4002 -0.0405 0.1250 0.2491
C 2.1299 -1.9696 -0.2548 0.1925 0.0316 0.1652
N 1.3885 -1.0808 0.4178 0.1762 -0.2538 -0.0640
C 1.4876 -0.9068 1.7473 -0.0671 0.2636 0.3000
S 0.2497 0.2174 2.1986 0.0647 -0.4810 -0.0411
H 4.0283 -3.0355 2.3209 0.0157 -0.0263 -0.0412
H 3.7061 -3.4045 -0.1429 0.0210 -0.0109 0.0184
H 1.9262 -2.0573 -1.3135 -0.0098 -0.0065 -0.0021
C 3.0620 1.3731 -0.9599 -0.0204 0.1838 -0.1885
N 2.5759 2.0903 -2.1282 -0.1018 0.0475 0.1194
C 3.0330 3.4706 -2.1102 0.0272 -0.1973 -0.0323
C 1.1215 1.9575 -2.2968 0.2893 -0.0952 0.0961
C 0.2963 2.5997 -1.1973 -0.1779 -0.0752 0.0389
C 0.0582 3.9749 -1.2867 0.0505 0.0359 -0.0805
C -0.6370 4.6766 -0.3217 0.0516 0.1372 -0.0796
C -1.1186 3.9968 0.7814 -0.0680 -0.1388 0.1490
C -0.9238 2.6272 0.8842 0.1452 -0.0815 -0.2763
C -0.2321 1.9001 -0.1051 0.1794 0.2300 -0.0266
H 4.1528 1.3998 -0.9503 0.0013 0.0347 0.0219
H 2.7477 0.3360 -1.0265 0.0384 0.0242 -0.0085
H 2.6925 1.7980 -0.0111 0.0180 -0.0783 0.0081
H 4.1236 3.4753 -2.1147 0.0046 0.0290 -0.0014
H 2.6907 4.0260 -1.2245 0.0437 0.0439 -0.0266
H 2.6861 3.9857 -3.0075 -0.0027 0.0244 0.0124
H 0.9032 0.8910 -2.3701 -0.0110 0.0664 -0.0288
H 0.8616 2.4131 -3.2535 -0.0191 0.0443 -0.0356
H 0.4316 4.5079 -2.1546 -0.0163 -0.0453 -0.0002
H -0.7937 5.7425 -0.4277 -0.0047 -0.0200 0.0003
H -1.6484 4.5248 1.5652 -0.0019 -0.0239 -0.0001
H -1.3264 2.1175 1.7521 0.0073 0.0276 0.0299
```
Positions in Å, forces in eV/Å.